(1)
The following is a DFT calculation (ωB97M-V/def2-TZVPD) of a cluster of 6 separate species, C18H32O14 in total at a distorted geometry.

```
64
Properties=species:S:1:pos:R:3:forces:R:3
C -0.233780 -0.361806 -0.271803 -0.73 0.14 -0.16
O -0.117208 0.913410 0.334452 0.18 0.20 0.86
H 0.043700 -1.103921 0.473759 0.53 0.08 -0.11
H -1.274444 -0.632791 -0.486206 0.02 0.30 -0.24
H 0.358626 -0.398017 -1.186206 0.14 -0.39 0.07
H -0.209262 1.659998 -0.260000 -0.17 -0.38 -0.40
C 2.785806 1.956113 -1.382114 0.09 0.02 0.02
O 4.195039 1.879263 -1.345732 0.03 0.10 0.17
H 2.429446 2.240784 -2.377684 -0.10 -0.10 -0.02
H 2.313841 1.022073 -1.061877 -0.01 -0.02 -0.11
H 2.476875 2.732993 -0.680302 0.08 0.04 0.02
H 4.472187 1.156405 -1.921320 -0.12 -0.07 -0.09
C -5.359065 -6.114874 1.435333 -1.06 0.15 0.05
C -4.918807 -5.291027 0.258584 0.30 0.08 -0.28
C -5.484854 -3.862519 0.225663 -0.24 0.00 0.77
O -4.338667 -3.019255 0.265754 0.01 -0.04 -0.44
C -3.209039 -3.761605 0.279949 -0.26 0.20 0.15
O -2.118120 -3.294989 0.314980 0.33 0.00 -0.08
O -3.493018 -5.072827 0.278949 -0.08 -0.12 -0.03
H -5.117932 -7.171000 1.359792 0.36 0.05 0.02
H -6.457521 -6.062123 1.444156 0.12 -0.10 0.03
H -5.041580 -5.685199 2.384025 0.27 -0.06 -0.03
H -5.144280 -5.796557 -0.680685 0.03 -0.11 0.04
H -6.072424 -3.621248 1.115340 -0.02 -0.19 -0.02
H -6.117745 -3.676993 -0.640074 0.31 0.17 -0.19
C 3.292678 2.343302 2.663816 0.50 -0.18 -0.56
C 1.870997 2.685902 2.979966 -0.47 0.09 1.07
C 0.994892 1.504373 3.429113 0.71 -0.84 -1.03
O 0.390011 1.903708 4.638338 0.02 0.27 0.09
C 0.931625 3.081487 5.051884 -0.16 -0.31 -0.06
O 0.624499 3.633549 6.056116 0.03 0.07 0.12
O 1.851105 3.517594 4.176216 0.00 0.04 -0.32
H 3.901167 3.242898 2.570467 -0.10 0.04 -0.13
H 3.343883 1.790872 1.720267 -0.01 0.14 -0.03
H 3.777014 1.714021 3.411602 -0.31 0.03 0.23
H 1.386086 3.262096 2.192037 0.11 0.03 -0.10
H 1.642373 0.626236 3.552553 -0.06 0.11 0.55
H 0.269903 1.177045 2.685529 -0.29 0.48 0.11
C -1.431417 3.624125 -2.570042 0.86 -0.31 0.00
C -1.249479 4.283665 -1.221719 -0.21 0.24 0.27
C -1.040299 5.812715 -1.234459 0.17 -0.08 -0.09
O -2.128163 6.325971 -0.473912 0.18 0.13 0.02
C -2.935176 5.328963 -0.054666 0.38 -0.17 -0.22
O -3.943289 5.486661 0.538023 -0.41 0.04 0.29
O -2.425148 4.126736 -0.410188 -0.15 0.13 -0.24
H -0.442944 3.335080 -2.945696 -0.04 0.08 -0.01
H -1.855323 4.276665 -3.329356 -0.41 -0.03 0.15
H -1.980569 2.692103 -2.446220 -0.25 0.12 -0.13
H -0.454939 3.802766 -0.648556 0.13 -0.01 -0.15
H -1.081874 6.272864 -2.221523 -0.07 -0.24 -0.12
H -0.083026 6.086306 -0.790768 -0.15 0.11 0.23
C 2.031782 -3.549539 -1.003641 -0.20 -0.65 1.69
C 3.460760 -3.284639 -1.381010 -0.65 -0.02 -0.30
C 3.824834 -3.810143 -2.766682 -0.06 0.46 -0.34
O 4.588530 -2.726288 -3.347953 -0.22 -0.26 -0.08
C 4.163524 -1.595908 -2.758250 0.38 0.04 0.68
O 4.277593 -0.490467 -3.189375 0.16 0.00 -0.17
O 3.632900 -1.865628 -1.546617 -0.02 -0.01 -0.08
H 1.281215 -3.230792 -1.718644 0.07 -0.16 -0.23
H 1.790178 -3.106819 -0.029918 0.16 0.59 -0.31
H 1.930446 -4.596791 -0.683174 -0.13 -0.10 -0.86
H 4.102519 -3.679692 -0.594165 0.33 0.34 -0.06
H 2.938372 -3.897361 -3.398421 -0.08 -0.28 0.15
H 4.385006 -4.737934 -2.777712 0.22 0.10 -0.03
```
Forces are in eV/Å.

Output
* total charge: 0
* largest force on an atom: 0.0355 hartree/bohr
* E: -1758.45024 a.u.

natural (NBO) charges in e: -0.25 -0.75 0.19 0.18 0.16 0.47 -0.25 -0.74 0.16 0.17 0.16 0.49 -0.63 0.06 -0.09 -0.49 0.98 -0.59 -0.49 0.23 0.22 0.23 0.19 0.19 0.20 -0.63 0.07 -0.11 -0.49 0.97 -0.58 -0.50 0.23 0.23 0.22 0.18 0.17 0.23 -0.64 0.07 -0.09 -0.49 0.97 -0.56 -0.50 0.22 0.22 0.24 0.17 0.19 0.20 -0.64 0.06 -0.10 -0.48 0.98 -0.60 -0.49 0.22 0.24 0.23 0.19 0.19 0.21

***

(2)
The following is a DFT calculation (ωB97M-V/def2-TZVPD) of a structure of composition C18H33AlF9O4S.

```
66
Properties=species:S:1:pos:R:3:forces:R:3
C 3.237456 0.456977 1.068327 -0.39 0.25 -0.11
C 2.316688 -0.108747 0.524196 0.21 -0.14 0.11
C 1.210925 -0.778712 -0.119831 0.15 0.01 -0.20
Al -0.253721 0.613696 -0.463586 -0.12 -0.01 0.01
C 0.387226 1.862884 -1.928774 0.29 0.25 -0.26
C -0.214950 3.215565 -1.831572 0.13 0.07 0.17
C 0.013175 4.145383 -0.894498 -0.10 0.05 -0.43
C -2.035837 -0.252745 -0.940078 0.55 0.13 0.10
C -3.118037 0.826727 -1.128373 0.35 -0.24 0.06
C -4.480137 0.573258 -0.497432 -0.29 -0.02 -0.54
F -4.661056 -0.682595 -0.033680 0.01 -0.02 0.16
F -5.456853 0.735856 -1.468197 0.03 -0.05 -0.03
C -4.978533 1.570654 0.580431 0.00 0.12 -0.12
F -4.905870 2.804352 0.064473 0.06 0.14 -0.02
F -6.268597 1.332685 0.842134 -0.10 -0.11 0.12
S -4.071369 1.608864 2.234075 0.07 0.00 0.01
F -3.029173 2.645347 1.675278 0.07 0.03 0.03
F -3.121057 0.419006 1.830149 0.07 -0.01 0.05
F -5.095535 0.562906 2.854460 -0.05 -0.07 0.05
F -5.026173 2.806624 2.686644 -0.05 0.00 0.08
F -3.363976 1.684709 3.647693 0.04 0.01 -0.04
H 3.816203 1.195980 1.568879 0.16 -0.17 0.00
H 0.846978 -1.611844 0.487600 -0.04 0.02 0.07
H 1.561976 -1.192237 -1.071756 -0.10 -0.03 -0.05
H -0.494403 1.462109 0.888749 0.01 0.00 0.09
H 1.475437 1.919013 -1.803056 0.02 -0.07 0.14
H 0.213537 1.443998 -2.923950 0.02 -0.09 -0.01
H -0.935094 3.472095 -2.607777 -0.42 -0.15 0.27
H 0.844882 4.091621 -0.203535 -0.20 -0.29 0.29
H -0.647515 5.000221 -0.815201 0.24 0.24 -0.17
H -2.261258 -0.949369 -0.132689 -0.17 0.01 0.04
H -1.936677 -0.848599 -1.849744 -0.18 -0.10 -0.04
H -2.759289 1.810924 -0.815718 -0.12 0.05 0.17
H -3.317531 0.918182 -2.194353 -0.10 0.13 -0.04
C 1.449498 -0.378136 7.164495 0.01 -0.04 -0.02
O 0.271898 -0.640151 6.434381 0.04 0.07 -0.02
C -0.039927 0.379213 5.486284 -0.11 -0.13 0.06
C 0.348528 -0.008780 4.079641 0.12 0.17 -0.19
O 1.756325 -0.111877 3.943547 -0.01 -0.04 0.30
C 2.227987 -1.440026 3.921789 0.00 0.00 -0.09
H 1.691692 -1.277204 7.731063 -0.03 0.00 0.01
H 2.287717 -0.138185 6.504702 0.00 0.02 0.01
H 1.299008 0.449803 7.868741 0.03 0.02 -0.02
H 0.455115 1.315844 5.761981 0.02 0.01 0.00
H -1.119484 0.540541 5.528349 -0.05 0.02 -0.02
H 0.008211 0.763645 3.382913 -0.03 -0.03 -0.02
H -0.136829 -0.949313 3.798421 -0.01 -0.01 0.02
H 1.941119 -1.936834 2.988317 0.01 -0.02 0.01
H 1.851642 -2.017886 4.773077 -0.01 0.00 -0.01
H 3.315548 -1.401425 3.968756 0.00 0.02 -0.04
C 2.580108 -2.809654 -6.935117 -0.02 -0.03 0.03
O 3.246436 -3.253512 -5.771292 -0.02 0.05 -0.04
C 3.855883 -2.200794 -5.035413 0.07 -0.17 0.03
C 3.036193 -1.799747 -3.830939 -0.04 0.22 0.08
O 1.809053 -1.204496 -4.210108 -0.02 -0.09 -0.17
C 0.693265 -2.064372 -4.080721 -0.02 0.05 0.11
H 2.013254 -3.652436 -7.328612 0.02 -0.02 0.00
H 1.891527 -1.989485 -6.716903 0.01 0.01 -0.01
H 3.298503 -2.483329 -7.696700 -0.02 0.04 0.00
H 4.019444 -1.330716 -5.679056 -0.01 0.02 -0.01
H 4.832397 -2.562607 -4.698045 0.00 0.02 0.01
H 3.595548 -1.057182 -3.253175 0.01 -0.03 0.02
H 2.863531 -2.666588 -3.185471 0.00 -0.02 -0.01
H 0.470917 -2.243821 -3.023407 -0.04 -0.05 -0.02
H 0.854494 -3.021453 -4.586152 0.03 0.00 0.01
H -0.160467 -1.563827 -4.534604 0.01 0.05 0.03
```
Forces are in eV/Å.

Output
* total charge: -1
* largest force on an atom: 0.0119 hartree/bohr
* E: -2545.85854 a.u.

natural (NBO) charges in e: -0.37 0.03 -1.01 1.44 -1.00 -0.15 -0.49 -0.98 -0.49 0.65 -0.33 -0.35 0.46 -0.31 -0.31 2.37 -0.44 -0.45 -0.46 -0.47 -0.45 0.22 0.22 0.22 -0.43 0.23 0.21 0.17 0.19 0.18 0.22 0.20 0.23 0.24 -0.25 -0.56 -0.09 -0.10 -0.55 -0.25 0.18 0.18 0.16 0.17 0.18 0.22 0.17 0.18 0.16 0.19 -0.25 -0.55 -0.09 -0.09 -0.55 -0.25 0.18 0.18 0.16 0.17 0.18 0.20 0.18 0.18 0.17 0.19